No. 1
Density functional theory data (the ωB97M-V functional and the def2-TZVPD basis) for a 2-piece molecular cluster, C7H14Si overall.

Each line ends with the Mulliken charge.
Atoms and positions in Å:
1 C 0.23088 1.83951 -0.37376  0.68
2 C 0.01801 0.78747 0.35417  -0.74
3 C 0.43819 3.33582 -0.49615  -0.57
4 C 1.06129 2.31653 -1.53982  -0.43
5 C 0.47116 -1.72019 -1.34220  -1.11
6 C -2.04889 -1.47033 0.37838  -1.12
7 C 0.52283 -1.67460 1.98528  -1.36
8 Si -0.26077 -1.06488 0.30268  0.43
9 H -0.69001 1.29999 2.11907  0.05
10 H -0.26604 4.02488 -1.08363  0.23
11 H 1.15941 3.91999 0.15012  0.25
12 H 2.10222 2.24266 -1.25930  0.25
13 H 0.59815 2.07889 -2.56173  0.24
14 H 0.91509 -2.77681 -1.03740  0.26
15 H -0.36524 -1.91505 -2.05402  0.30
16 H 1.19772 -1.17435 -1.84256  0.40
17 H -2.39513 -2.26550 -0.14860  0.45
18 H -2.24540 -1.76024 1.41786  0.31
19 H -2.69421 -0.48719 0.21145  0.27
20 H -0.10565 -2.27971 2.53728  0.41
21 H 1.34647 -2.26606 1.69066  0.37
22 H 1.00992 -0.99083 2.59221  0.42

Atoms 1-2, force components in eV/Å:
C 1.0 1.8 -0.1
C -2.0 0.8 2.8

Output
HOMO level (spin up / spin down): -8.412 / -8.411 eV
Gap between HOMO and LUMO (spin up / spin down): 0.3213 / 0.3213 Ha
Lowest unoccupied orbital energy (spin up / spin down): 0.33 / 0.33 eV
Multiplicity: 1

No. 2
Density functional theory data (the ωB97M-V functional and the def2-TZVPD basis) for C29H25BF4N5O2PReS4 as an isolated structure.

Each line ends with the Mulliken charge.
Atoms and positions in Å:
1 Re -0.49677 -0.91905 0.25659  1.91
2 N 1.23378 -1.15289 1.58807  -0.32
3 C 1.50225 -0.15210 2.60682  -0.02
4 C 2.66274 -0.25235 3.36410  -0.51
5 C 2.90947 0.69181 4.34344  -0.73
6 C 2.00843 1.72682 4.57151  -0.79
7 C 0.86378 1.82705 3.80485  -0.10
8 C 0.61263 0.89209 2.80034  -0.36
9 P -0.84122 0.89312 1.72496  1.93
10 C -0.88075 2.48949 0.86895  0.47
11 C -1.98400 2.75325 0.05486  -0.73
12 C -2.04509 3.92135 -0.68401  -0.81
13 C -0.99546 4.83074 -0.62874  -0.71
14 C 0.10906 4.56741 0.16461  -0.72
15 C 0.16724 3.40101 0.91662  -0.90
16 C -2.23176 0.89995 2.89228  0.79
17 C -2.35324 -0.19753 3.74446  -0.57
18 C -3.38836 -0.25480 4.66027  -0.86
19 C -4.30609 0.78525 4.73923  -0.54
20 C -4.17996 1.88340 3.90409  -0.74
21 C -3.14395 1.94448 2.98118  -0.51
22 H 2.08347 -1.16999 0.97984  0.17
23 H 1.20638 -2.06310 2.04236  0.58
24 H 3.36262 -1.05681 3.17742  0.51
25 H 3.81117 0.62098 4.93696  0.41
26 H 2.20393 2.45140 5.35033  0.44
27 H 0.15098 2.62349 3.98361  0.51
28 H -2.79885 2.03869 0.00229  0.64
29 H -2.90522 4.11954 -1.31019  0.45
30 H -1.03835 5.74144 -1.21161  0.41
31 H 0.93520 5.26509 0.19572  0.43
32 H 1.04566 3.19400 1.51345  0.42
33 H -1.65076 -1.02055 3.67715  0.40
34 H -3.48399 -1.11869 5.30420  0.43
35 H -5.11834 0.73700 5.45253  0.39
36 H -4.88763 2.69959 3.96598  0.43
37 H -3.05669 2.81198 2.34113  0.38
38 S -3.88909 -3.59705 1.95085  -0.20
39 C -2.67289 -2.67959 1.41265  0.33
40 S -0.96452 -2.85567 1.65855  -0.54
41 S -2.80574 -1.24058 0.40833  -0.45
42 N 2.68439 -4.48806 -5.35573  -0.59
43 C 2.78383 -3.50691 -4.39125  0.95
44 C 3.01250 -2.17333 -4.74837  -0.74
45 C 3.06767 -1.19214 -3.78119  -0.35
46 C 2.92745 -1.53971 -2.44290  -0.31
47 C 2.75551 -2.86902 -2.07178  -0.46
48 C 2.69169 -3.84558 -3.03618  -0.65
49 S 2.85992 -0.29047 -1.23366  1.54
50 O 3.46534 0.89856 -1.74474  -0.72
51 O 3.36169 -0.84663 0.01682  -0.92
52 N 1.26360 -0.00340 -0.89319  -0.49
53 C 0.45399 0.41199 -1.90328  0.50
54 N -0.82366 0.23640 -1.49523  1.04
55 C -1.81928 0.51485 -2.32858  -0.40
56 C -1.53609 1.02948 -3.57650  -0.90
57 C -0.18978 1.17438 -3.90530  -0.76
58 N 0.81202 0.87253 -3.09008  -0.43
59 H 2.44644 -4.17191 -6.28106  0.22
60 H 2.18718 -5.31993 -5.08235  0.23
61 H 3.11304 -1.90910 -5.79396  0.31
62 H 3.21111 -0.15554 -4.04836  0.51
63 H 2.66124 -3.13390 -1.02775  0.40
64 H 2.52752 -4.87688 -2.75253  0.31
65 H -2.82377 0.29366 -1.99104  0.48
66 H -2.31949 1.26272 -4.27996  0.49
67 H 0.09321 1.53788 -4.88726  0.49
68 F -2.09056 -2.48424 -2.39870  -0.37
69 B -0.76786 -2.83268 -2.55141  0.43
70 F -0.06421 -2.42446 -1.23694  -0.51
71 F -0.14432 -2.07347 -3.52229  -0.34
72 F -0.55044 -4.17475 -2.67126  -0.30

Atoms 1-2, force components in eV/Å:
Re 1.6 0.2 0.3
N 0.0 -0.2 -0.1

Output
HOMO level (spin up / spin down): -8.066 / -8.089 eV
Gap between HOMO and LUMO (spin up / spin down): 0.2736 / 0.2337 Ha
Lowest unoccupied orbital energy (spin up / spin down): -0.62 / -1.73 eV
Multiplicity: 2

No. 3
Density functional theory data (the ωB97M-V functional and the def2-TZVPD basis) for one molecule with the formula C4H6N2O2.

Each line ends with the Mulliken charge.
Atoms and positions in Å:
1 C -0.02162 -0.69520 1.44097  -0.97
2 C 0.04220 0.00058 0.20876  0.42
3 N 1.33678 0.22230 -0.37991  -0.34
4 C 2.17484 -0.87347 -0.71474  0.09
5 O 2.98908 -0.85214 -1.59443  -0.46
6 N -1.15345 0.55285 -0.43571  -0.21
7 C -2.22817 1.22894 0.09375  0.06
8 O -3.13359 1.64592 -0.57030  -0.53
9 H -0.90415 -0.86775 2.05949  0.31
10 H 0.83650 -0.94105 1.92845  0.36
11 H 1.37424 0.79470 -1.49213  0.34
12 H 1.93066 -1.80895 -0.19947  0.32
13 H -1.21468 0.27073 -1.44447  0.28
14 H -2.02864 1.32254 1.09973  0.35

Atoms 1-2, force components in eV/Å:
C -2.0 2.7 -3.8
C -1.3 -1.3 3.6

Output
HOMO level: -9.311 eV
Gap between HOMO and LUMO: 0.3615 Ha
Lowest unoccupied orbital energy: 0.53 eV
Multiplicity: 1
Structure (SMILES): C=C(NC=O)NC=O

No. 4
Density functional theory data (the ωB97M-V functional and the def2-TZVPD basis) for a 6-piece molecular cluster, C36H30N6O12 overall.

Each line ends with the Mulliken charge.
Atoms and positions in Å:
1 C 6.27094 4.68432 -4.63230  -0.36
2 C 4.88693 4.67117 -4.19516  -0.54
3 C 4.60800 4.02392 -3.00265  -0.27
4 C 5.64169 3.32829 -2.31861  -0.09
5 C 6.96097 3.34753 -2.77262  -0.20
6 C 7.30570 4.01193 -3.96084  -0.52
7 N 5.30070 2.64205 -1.07531  0.83
8 O 4.14294 2.78660 -0.67900  -0.79
9 O 6.19806 2.07835 -0.43716  -0.79
10 H 6.44313 5.17644 -5.57812  0.31
11 H 4.06202 5.13255 -4.71773  0.35
12 H 3.67547 4.22844 -2.49771  0.32
13 H 7.74430 2.94802 -2.14556  0.40
14 H 8.29238 3.99428 -4.39964  0.36
15 C -4.69811 0.57990 -5.43719  -0.70
16 C -5.16493 1.40816 -6.47222  -0.20
17 C -6.29576 2.12224 -6.28634  -0.48
18 C -7.02743 2.05253 -5.08475  0.35
19 C -6.65822 1.23521 -3.99241  -0.49
20 C -5.42008 0.64162 -4.20915  -0.16
21 N -8.42685 2.62921 -5.08581  0.90
22 O -8.94534 2.89280 -6.15226  -0.56
23 O -9.09209 2.60927 -4.06247  -0.59
24 H -3.72642 0.13174 -5.58333  0.39
25 H -4.62917 1.44134 -7.40938  0.37
26 H -6.66684 2.66729 -7.14168  0.37
27 H -7.12603 1.24745 -3.01906  0.42
28 H -5.05727 0.10641 -3.34409  0.36
29 C -3.92643 1.74600 7.84084  -0.25
30 C -2.97457 2.63079 7.40985  -0.52
31 C -2.08613 2.15198 6.38108  -0.30
32 C -2.38484 0.96812 5.67140  -0.01
33 C -3.37093 0.15149 6.16154  -0.03
34 C -4.03510 0.47513 7.29782  -0.60
35 N -1.51192 0.49866 4.53017  0.86
36 O -0.44582 1.05442 4.41070  -0.54
37 O -1.87064 -0.40084 3.73899  -0.46
38 H -4.52624 1.99574 8.70354  0.35
39 H -3.12091 3.67092 7.66108  0.36
40 H -1.39679 2.86830 5.95907  0.38
41 H -3.62865 -0.72631 5.58756  0.42
42 H -4.71039 -0.29655 7.63681  0.34
43 C -2.20544 -4.22221 1.53367  -0.09
44 C -1.76763 -5.60783 1.55198  -0.83
45 C -2.62448 -6.47944 0.90510  -0.14
46 C -3.76015 -6.11388 0.20341  0.09
47 C -4.13392 -4.75980 0.21276  -0.32
48 C -3.33439 -3.83174 0.86445  -0.46
49 N -4.73600 -7.07161 -0.33212  0.85
50 O -4.43763 -8.18787 -0.76194  -0.55
51 O -5.93283 -6.74228 -0.21873  -0.53
52 H -1.59159 -3.48337 2.02735  0.44
53 H -0.87538 -5.97745 2.03537  0.41
54 H -2.38809 -7.52118 1.06413  0.33
55 H -5.06398 -4.44535 -0.23725  0.40
56 H -3.65465 -2.80130 0.90946  0.42
57 C 1.23933 0.40201 0.52937  -0.49
58 C 0.31800 -0.27753 1.21382  -0.61
59 C -0.98040 -0.26445 0.84040  0.24
60 C -1.41668 0.65934 -0.16332  0.01
61 C -0.52785 1.55333 -0.70590  -0.46
62 C 0.84146 1.47613 -0.34336  -0.62
63 N -2.78465 0.55512 -0.75685  0.95
64 O -3.65273 -0.12204 -0.12063  -0.61
65 O -3.08873 0.99410 -1.86944  -0.55
66 H 2.26627 0.17311 0.77306  0.34
67 H 0.75826 -0.96547 1.92043  0.44
68 H -1.67840 -0.93653 1.31737  0.30
69 H -0.79684 2.31534 -1.42242  0.43
70 H 1.65716 2.09534 -0.68629  0.63
71 C 9.16460 -1.68452 1.27695  -0.26
72 C 8.54082 -1.35588 0.08648  -0.70
73 C 7.16055 -1.17443 0.08170  0.15
74 C 6.32139 -1.55221 1.15052  0.02
75 C 7.00388 -1.92567 2.34783  -0.27
76 C 8.42746 -2.05373 2.41304  -0.51
77 N 4.87830 -1.39421 0.98655  1.01
78 O 4.30348 -1.16078 1.98089  -0.59
79 O 4.39656 -1.41834 -0.13792  -0.56
80 H 10.22816 -1.87216 1.27023  0.34
81 H 9.13600 -1.14188 -0.78894  0.36
82 H 6.81541 -0.61759 -0.77692  0.25
83 H 6.47641 -2.12838 3.26820  0.38
84 H 8.88956 -2.53965 3.25965  0.36

Atoms 1-2, force components in eV/Å:
C -1.5 -0.1 -0.7
C 2.2 -0.8 0.9

Output
HOMO level (spin up / spin down): -1.718 / -5.499 eV
Gap between HOMO and LUMO (spin up / spin down): 0.0884 / 0.2273 Ha
Lowest unoccupied orbital energy (spin up / spin down): 0.69 / 0.69 eV
Net charge: -1
Multiplicity: 2

No. 5
Density functional theory data (the ωB97M-V functional and the def2-TZVPD basis) for an isolated ion of composition C12H12NO and charge +1.

Each line ends with the Mulliken charge.
Atoms and positions in Å:
1 N -2.27797 -1.28313 0.32274  -0.32
2 C -1.18045 -0.59127 0.11352  0.77
3 C 0.04039 -0.92410 0.55313  1.10
4 C 0.17444 -1.88413 1.59355  -0.79
5 C 1.38391 -2.06866 2.23733  -0.68
6 C 2.54277 -1.38321 1.85761  -0.59
7 C 2.39876 -0.42060 0.91044  -0.78
8 C 1.21080 -0.12976 0.29646  0.12
9 C -1.26702 0.56088 -1.00504  0.54
10 C -0.64773 0.30610 -2.33309  -1.04
11 C -0.04931 1.47193 -2.72962  -0.56
12 C -0.11819 2.43994 -1.58722  -0.46
13 C -0.86118 1.93462 -0.58884  -0.30
14 O -1.16628 2.36544 0.66689  -0.47
15 H -2.41686 -1.99919 1.00381  0.15
16 H -3.21073 -1.02081 0.00662  0.30
17 H -0.77138 -2.33323 2.05931  0.08
18 H 1.46104 -2.82317 2.99042  0.39
19 H 3.48051 -1.55762 2.18604  0.55
20 H 3.30006 0.04314 0.49849  0.34
21 H 1.17762 0.72180 -0.36020  0.21
22 H -2.38222 0.60116 -1.26946  0.72
23 H -0.87162 -0.51912 -2.99405  0.43
24 H 0.37984 1.85173 -3.58878  0.58
25 H 0.40507 3.41795 -1.47320  0.35
26 H -0.73427 3.22331 0.63315  0.36

Atoms 1-2, force components in eV/Å:
N -1.1 0.7 0.1
C -3.2 1.9 -4.2

Output
HOMO level: -11.847 eV
Gap between HOMO and LUMO: 0.2498 Ha
Lowest unoccupied orbital energy: -5.05 eV
Net charge: +1
Multiplicity: 1
Structure (SMILES): [NH2+]=C(c1ccccc1)[C@@H]1C=CC=C1O

No. 6
Density functional theory data (the ωB97M-V functional and the def2-TZVPD basis) for one molecule with the formula C22H31N3O5S.

Each line ends with the Mulliken charge.
Atoms and positions in Å:
1 C 3.67946 -0.16901 -6.20921  -0.99
2 C 2.25695 0.29306 -6.51225  -0.44
3 O 1.77163 1.22593 -5.56642  -0.48
4 C 1.36557 0.80583 -4.34035  0.88
5 C 0.99006 1.81774 -3.45128  -1.03
6 C 0.54140 1.51839 -2.18520  -0.25
7 C 0.47165 0.19328 -1.75953  -0.56
8 N 0.02962 -0.06588 -0.44281  0.83
9 C -0.56825 -1.35500 -0.16741  -0.70
10 C -1.42954 -1.29219 1.10845  -0.03
11 O -1.34892 -2.16723 1.94268  -0.76
12 N -2.30230 -0.27315 1.06794  0.14
13 C -3.15517 0.22231 2.14148  -0.70
14 C -3.70621 -0.91954 2.99285  -0.75
15 C -4.65743 -0.37830 4.05323  -0.88
16 C -3.92306 0.61719 4.94322  -0.61
17 C -3.36627 1.76110 4.10358  -1.15
18 C -2.42085 1.25893 3.00962  1.25
19 C -1.91829 2.43372 2.16986  -1.36
20 S 1.11796 0.40219 0.76347  1.29
21 O 1.59866 1.71099 0.43876  -0.70
22 O 0.47302 0.21298 2.02257  -0.54
23 C 2.44476 -0.74875 0.60634  0.85
24 C 2.67139 -1.95889 1.33069  0.11
25 C 1.90475 -2.49654 2.47342  -0.84
26 N 3.74055 -2.54395 0.86403  -0.77
27 O 4.24414 -1.77019 -0.13653  -0.17
28 C 3.47596 -0.68706 -0.29483  0.02
29 C 3.84665 0.33391 -1.29829  -1.07
30 C 0.84000 -0.81521 -2.63932  -0.41
31 C 1.27692 -0.51687 -3.92015  -0.54
32 H 4.33766 0.69302 -6.13662  0.29
33 H 3.72390 -0.71551 -5.27035  0.28
34 H 4.03123 -0.81541 -7.00835  0.37
35 H 2.24116 0.83959 -7.45915  0.33
36 H 1.57634 -0.56283 -6.59789  0.33
37 H 1.05197 2.83967 -3.78871  0.44
38 H 0.26086 2.30371 -1.50378  0.47
39 H -1.21932 -1.62248 -1.00501  0.61
40 H 0.17741 -2.14914 -0.03409  0.34
41 H -2.11817 0.40797 0.34511  0.48
42 H -3.99710 0.72397 1.64180  0.31
43 H -4.21976 -1.63357 2.34605  0.38
44 H -2.87895 -1.43933 3.47276  0.32
45 H -5.04555 -1.20381 4.65216  0.38
46 H -5.50605 0.11655 3.57373  0.36
47 H -4.59918 1.01205 5.70474  0.37
48 H -3.10222 0.10809 5.45157  0.33
49 H -4.19424 2.30208 3.63678  0.35
50 H -2.83101 2.46352 4.74541  0.37
51 H -1.55660 0.76505 3.46237  0.08
52 H -1.55304 3.22337 2.82229  0.44
53 H -1.09282 2.12984 1.53082  0.10
54 H -2.72031 2.84311 1.55583  0.33
55 H 2.30502 -3.46664 2.75299  0.40
56 H 0.84272 -2.57849 2.24616  0.08
57 H 1.99012 -1.80763 3.31231  0.27
58 H 4.92537 0.47432 -1.29364  0.53
59 H 3.54686 0.01758 -2.29684  -0.03
60 H 3.34046 1.26497 -1.05752  0.27
61 H 0.79461 -1.85029 -2.33688  0.41
62 H 1.54381 -1.33311 -4.57270  0.37

Atoms 1-2, force components in eV/Å:
C -0.4 0.2 0.1
C 0.3 -0.3 -0.3

Output
HOMO level: -8.680 eV
Gap between HOMO and LUMO: 0.3409 Ha
Lowest unoccupied orbital energy: 0.60 eV
Multiplicity: 1
Structure (SMILES): CCOc1ccc(N(CC(=O)N[C@H]2CCCC[C@@H]2C)S(=O)(=O)c2c(C)noc2C)cc1

No. 7
Density functional theory data (the ωB97M-V functional and the def2-TZVPD basis) for C6H9NS as an isolated structure.

Each line ends with the Mulliken charge.
Atoms and positions in Å:
1 C 0.55397 -0.12855 -1.90089  -0.94
2 C 0.55522 0.14444 -0.35946  0.68
3 C -0.61460 -0.12862 0.13729  0.17
4 C -0.78084 -0.23319 1.49289  -0.23
5 C -1.87846 -0.52029 -0.65634  -0.41
6 C -1.90014 -1.03267 -1.88002  -0.81
7 H 2.00563 -0.12018 -2.45814  0.23
8 H -0.14723 -1.51599 -2.17741  0.33
9 H -0.01779 1.03308 -2.35578  0.26
10 H -1.59700 -1.03862 1.77416  0.26
11 H 0.93030 0.63213 2.03718  0.16
12 H -0.46819 0.21817 3.28080  0.25
13 H -2.68153 -0.46890 0.01158  0.46
14 H -1.19814 -1.08323 -2.74848  0.18
15 H -2.79667 -1.22503 -2.56996  0.23
16 N 0.02104 0.16338 2.42662  -0.27
17 S 1.88828 0.86364 0.45119  -0.53

Atoms 1-2, force components in eV/Å:
C 3.5 0.7 -1.4
C 5.0 1.5 -4.3

Output
HOMO level: -8.129 eV
Gap between HOMO and LUMO: 0.2967 Ha
Lowest unoccupied orbital energy: -0.06 eV
Multiplicity: 1

No. 8
Density functional theory data (the ωB97M-V functional and the def2-TZVPD basis) for one molecule with the formula C5H12O2.

Each line ends with the Mulliken charge.
Atoms and positions in Å:
1 C 2.66320 -0.47984 0.55694  -1.22
2 C 1.57267 0.04430 -0.37008  -0.55
3 C 0.17347 -0.41900 0.03660  0.19
4 O -0.04700 -0.10384 1.39961  -0.59
5 C -0.87760 0.18536 -0.90868  -0.69
6 C -2.30102 0.16627 -0.37880  -0.54
7 O -2.37188 1.12306 0.68044  -0.57
8 H 3.64772 -0.10494 0.25768  0.37
9 H 2.46399 -0.15895 1.58309  0.28
10 H 2.70101 -1.57563 0.54773  0.30
11 H 1.76468 -0.26316 -1.40777  0.28
12 H 1.57700 1.14298 -0.35563  0.31
13 H 0.12790 -1.51851 -0.05676  0.22
14 H -0.83286 0.46151 1.45988  0.47
15 H -0.84734 -0.35852 -1.86071  0.42
16 H -0.62587 1.23082 -1.12949  0.35
17 H -2.56910 -0.83640 -0.01591  0.30
18 H -3.00435 0.44321 -1.17621  0.37
19 H -3.21462 1.02129 1.13806  0.31

Atoms 1-2, force components in eV/Å:
C 0.0 0.0 0.0
C 0.0 0.0 0.0

Output
HOMO level: -9.759 eV
Gap between HOMO and LUMO: 0.3868 Ha
Lowest unoccupied orbital energy: 0.77 eV
Multiplicity: 1
Structure (SMILES): CC[C@@H](O)CCO